# 1
Molecular formula: C34H60AsGeN5O6S2Si3Sn
Method: DFT, ωB97M-V/def2-TZVPD

Last column: Mulliken spin population.
Geometry (Å):
C -0.468 -2.999 -2.667  0.007
H 4.184 -4.022 0.178  0.000
H -5.083 1.375 -2.734  -0.007
H -5.231 2.646 -1.542  -0.009
H -2.006 -3.216 -5.426  0.000
C 4.194 2.349 -1.831  -0.002
H -1.818 -5.369 -1.489  0.000
H -0.712 -2.061 -5.045  0.000
H -0.538 -2.194 2.173  -0.017
C 1.800 4.015 3.027  0.000
H -1.569 4.061 2.989  -0.001
C 1.238 2.837 3.592  0.001
C -0.138 -1.597 2.978  0.020
S 1.504 3.013 -1.326  0.019
H 1.906 -5.064 0.783  0.000
H -5.569 -0.482 1.248  0.000
H 3.650 2.618 0.660  0.000
H -0.517 -3.039 4.515  0.000
O 2.421 0.258 -1.514  0.028
H 4.941 -4.497 1.695  0.000
H -5.154 3.044 -3.245  0.005
H 4.263 -0.132 -3.370  0.000
Si -2.817 2.237 1.748  0.052
C 1.497 1.595 3.067  0.017
Si -3.804 -0.986 -0.495  0.036
H 6.734 4.374 -2.836  0.000
Si -2.843 2.519 -2.344  0.048
C 2.407 1.447 1.978  -0.028
H 1.902 -3.181 -0.327  -0.003
H -0.312 -3.630 -5.780  0.000
C 5.726 4.064 -2.592  0.000
Ge -2.379 1.064 -0.397  0.491
C -2.812 1.036 3.242  -0.003
H -6.011 0.215 -0.297  -0.001
H 6.276 2.036 -2.137  0.000
H -1.822 0.636 3.425  0.007
H 2.884 4.872 1.410  0.000
Sn 0.639 -0.113 -0.358  0.274
H 3.763 -4.242 3.884  0.000
S -0.183 -1.340 -2.605  0.004
O 2.821 0.364 1.545  -0.017
O 0.603 2.041 -1.906  -0.072
O 4.772 -0.307 -2.577  0.002
C -0.975 -3.115 -5.081  0.000
C -3.000 -2.372 0.560  -0.002
C 2.493 3.980 1.872  0.002
H -3.480 -3.335 0.425  -0.002
C 3.000 -3.597 1.972  0.001
H 4.873 -2.792 1.253  0.000
C -5.572 -0.657 0.177  0.031
N -0.836 -3.661 -3.765  0.001
H -5.330 2.129 1.490  -0.007
H -1.952 -2.468 0.283  0.004
H -3.040 -2.132 1.616  0.004
H -6.235 -1.497 -0.012  0.003
H -0.984 1.746 -3.796  0.002
C 5.476 2.767 -2.187  0.000
H -1.346 4.398 -1.612  0.000
C 3.291 -3.361 3.456  0.000
C -4.607 2.928 1.619  0.042
H -1.892 4.538 1.336  0.001
H -3.147 1.527 4.151  0.000
H 2.543 -1.593 1.885  -0.002
C 3.389 4.557 -2.383  0.000
N 0.333 -0.415 2.618  0.000
C -2.057 1.828 -3.931  0.001
C 0.924 -0.016 4.900  -0.002
C -1.031 -5.076 -3.514  0.000
H 1.367 0.645 5.625  0.000
H -4.625 -1.012 -2.878  0.000
H -4.712 3.604 0.776  -0.002
C 0.887 0.353 3.558  -0.010
O 1.638 2.450 0.165  -0.029
H -2.640 5.033 -2.618  0.001
H 1.204 -4.707 2.364  0.000
H -2.020 -5.390 -3.856  0.000
H -0.597 3.413 1.676  0.010
H -2.971 4.588 -0.958  0.001
N 2.179 -2.469 1.518  -0.016
H -0.378 -3.546 -0.689  0.001
C 3.163 3.260 -1.943  0.002
H -3.005 -1.679 -2.780  0.005
H -3.479 0.198 3.062  0.000
C -1.606 3.700 1.965  -0.009
H 3.962 -2.515 3.584  0.000
C 4.329 -3.736 1.219  0.001
C -2.406 4.308 -1.843  0.005
H -0.281 -5.663 -4.053  0.000
H -2.247 2.454 -4.797  -0.001
C 2.138 -4.856 1.827  0.002
N -0.343 -3.871 -1.640  0.000
C -3.973 -1.649 -2.289  -0.005
H 2.653 -5.717 2.242  0.000
H 2.559 5.241 -2.450  0.000
H 0.442 -1.576 6.291  0.000
As 4.060 0.506 -1.143  0.002
H -4.396 -2.650 -2.319  0.000
H 1.641 4.955 3.532  0.000
C 0.408 -1.244 5.266  0.001
H 4.862 5.988 -2.988  0.000
C -0.865 -5.183 -1.992  0.000
N 2.084 -2.277 0.107  0.057
C -0.122 -2.063 4.280  -0.001
O 0.911 4.315 -1.245  0.001
C -4.761 2.380 -2.484  0.049
H 2.368 -3.158 3.993  0.000
H -2.442 0.835 -4.145  0.002
H 0.561 2.932 4.429  0.000
C 4.675 4.967 -2.688  0.000
H -0.163 -5.965 -1.700  0.000
H -4.886 3.476 2.514  0.003
H 2.969 -1.923 -0.289  -0.001
C 2.680 2.693 1.162  0.004

Values from the calculation:
* charge: +1
* energy above the lowest of the compared OMol25 structures with the same formula, charge and spin: 2.981 eV
* multiplicity: 2

=====

# 2
Molecular formula: C22H36MnO2P2
Method: DFT, ωB97M-V/def2-TZVPD

Last column: Mulliken spin population.
Geometry (Å):
P 2.576 3.571 -3.201  -1.598
C -1.486 -1.252 1.753  0.016
H 1.274 0.957 -4.224  0.152
H 3.877 4.549 -1.395  -0.006
H -0.133 -1.556 3.389  -0.001
H 0.527 -1.722 -1.678  -0.015
C 2.114 0.674 -3.561  1.108
C 3.205 -0.561 -6.047  0.123
H 4.933 -1.051 -3.437  -0.020
H 2.816 -1.530 -5.708  0.011
H -1.666 2.207 1.101  0.006
H -3.410 2.484 0.718  0.014
H 2.541 -1.491 -3.406  0.079
C -3.511 -2.066 3.487  -0.002
H 3.384 5.760 -2.590  -0.058
C -2.818 -1.271 1.298  0.095
H 1.113 3.544 -5.134  -0.345
H -4.868 -1.746 1.822  -0.003
C 3.698 -0.952 -0.825  -0.053
C -3.829 -1.697 2.168  -0.022
H 0.962 -0.114 -1.239  0.022
H 0.863 -1.066 -3.748  0.048
H 4.564 -1.505 -0.446  -0.016
C 3.839 2.181 -5.302  0.856
C 3.966 0.503 -1.106  -0.250
C -0.320 -0.895 0.862  -0.004
C 1.369 -1.013 -1.690  0.002
H 4.199 -0.727 -6.481  0.021
H -4.309 -2.396 4.144  -0.001
P 3.478 0.535 -4.648  -1.390
H 5.586 -0.496 -4.999  -0.040
H -3.053 -0.947 0.256  -0.070
H 3.159 2.417 -0.577  0.111
C -2.405 2.347 0.295  -0.091
C 3.043 4.865 -2.042  0.390
H 4.862 3.140 -3.640  0.095
H 2.364 -2.597 -0.609  0.006
C 5.079 -0.169 -4.077  0.351
C 2.830 1.518 -1.108  -0.032
H 4.759 0.862 -0.428  -0.019
H 1.465 5.201 -4.596  -0.127
C -1.179 -1.615 3.077  0.001
H 5.736 0.563 -3.580  0.172
H -1.941 -2.270 4.996  0.000
C 3.999 3.316 -4.293  0.633
C -2.192 -2.006 3.964  0.001
H -2.136 3.172 -0.383  0.005
O -0.645 -0.215 -0.205  -0.103
H 3.019 2.379 -6.009  -0.132
H 4.770 2.058 -5.870  -0.025
H 1.293 2.075 -2.309  0.351
H 1.983 1.131 -0.523  0.033
H 2.164 5.145 -1.442  0.038
C 2.528 -1.584 -0.966  0.050
H 4.417 0.573 -2.104  0.100
C 1.250 4.178 -4.249  0.866
H 0.328 4.226 -3.656  0.118
C 2.353 1.894 -2.546  -0.399
H 2.551 -0.115 -6.801  -0.107
O 0.800 -1.277 1.198  0.008
H 4.174 4.249 -4.843  -0.248
C 1.742 -0.784 -3.136  0.144
Mn -2.249 0.657 -1.022  4.150

Values from the calculation:
* energy above the lowest of the compared OMol25 structures with the same formula, charge and spin: 5.211 eV
* multiplicity: 6

=====

# 3
Molecular formula: C20H43MgN2OP2
Method: DFT, ωB97M-V/def2-TZVPD

Last column: natural (NBO) charge in e.
Geometry (Å):
H -3.023 -3.348 3.884  0.220
H -1.794 2.030 -2.707  0.218
H -5.377 0.559 1.022  0.268
C 2.255 3.505 -1.432  -0.617
H -0.404 4.378 -1.287  0.219
H -2.589 -2.045 1.929  0.217
C 1.232 -2.273 2.832  -0.474
H 1.973 3.354 -0.386  0.221
H -0.359 0.406 -4.046  0.242
C 2.093 2.266 -2.282  -0.478
C -5.008 2.680 1.301  -0.594
H 0.495 -3.968 3.990  0.213
H -1.164 -3.833 0.733  0.241
H 0.594 -1.489 4.760  0.204
H 2.372 1.596 -4.368  0.209
H -1.631 3.859 -4.229  0.220
C -0.128 -1.231 -2.757  -0.222
C -1.974 -3.262 3.572  -0.618
H 3.519 2.782 -3.764  0.226
H -2.101 4.297 -1.764  0.217
H 0.586 -3.817 0.689  0.238
H -1.470 -2.963 -1.255  0.197
C -4.788 1.352 0.544  -0.525
H -1.375 -3.219 4.487  0.213
H -2.036 0.180 2.936  0.207
H 1.521 0.096 0.295  -0.622
H -6.092 2.861 1.347  0.240
H 0.053 4.198 -3.842  0.213
C 1.281 -3.727 3.273  -0.619
N -0.033 -1.441 -1.278  -0.721
H 3.306 3.781 -1.442  0.228
O 1.366 2.217 2.211  -0.517
C 0.757 1.518 1.500  0.300
H 1.883 3.290 -4.198  0.213
C -0.432 -2.820 -0.950  -0.224
H 2.244 -3.901 3.757  0.227
H -5.179 1.472 -0.486  0.269
C -0.926 2.694 -2.587  -0.516
H -1.174 -1.387 -3.060  0.200
H 0.457 -2.034 -3.217  0.196
C -3.351 0.974 0.428  0.482
C -1.238 3.695 -1.469  -0.614
C 2.467 2.487 -3.737  -0.619
H 0.173 -3.484 -1.575  0.194
H -0.390 2.709 -4.727  0.214
H 1.214 -4.450 2.445  0.208
H 2.320 -1.438 4.457  0.229
H -4.582 2.653 2.323  0.229
C 1.346 -1.304 3.992  -0.617
C -0.686 3.396 -3.918  -0.617
N -2.226 0.796 0.228  -0.538
H 2.058 -2.088 2.129  0.242
P -0.254 -1.810 1.761  0.708
P 0.383 1.521 -2.008  0.711
H -1.351 -0.638 4.365  0.220
H -1.493 3.196 -0.519  0.209
H 2.726 1.462 -1.872  0.243
C -2.073 -0.736 3.550  -0.615
H -1.731 -4.188 3.027  0.215
H 1.694 4.355 -1.828  0.204
H 1.333 0.072 -3.689  0.238
H 0.950 -1.468 -1.124  0.393
H -3.068 -0.786 3.998  0.218
Mg -0.238 0.228 0.134  1.612
H -4.510 3.524 0.750  0.226
C 0.334 0.101 -3.270  -0.706
C -1.828 -2.003 2.724  -0.513
H 1.283 -0.253 3.682  0.220
C -0.302 -3.226 0.488  -0.702

Values from the calculation:
* E_tot: -50482.7313 eV
* charge: +1

=====

# 4
Molecular formula: C7H6N3O
Method: DFT, ωB97M-V/def2-TZVPD

Last column: natural (NBO) charge in e.
Geometry (Å):
H 1.959 -0.716 -3.829  0.472
C -0.445 1.112 1.830  0.014
C -1.657 0.399 1.606  -0.334
H -0.389 1.799 2.749  0.256
H -2.550 0.543 2.331  0.270
N 1.977 0.702 -0.831  -0.533
C 0.709 1.160 1.106  -0.357
H -2.849 -1.142 0.817  0.223
C 1.975 0.079 -1.927  0.742
H 1.591 1.559 1.543  0.268
C 0.788 0.855 -0.217  0.202
O 0.379 -2.419 -1.435  -0.411
C -0.233 -1.863 -0.686  0.888
C -1.915 -0.721 0.763  0.187
N 1.831 -0.631 -2.836  -0.557
H -0.064 0.762 -0.996  0.206
N -1.106 -1.478 0.011  -0.535

Values from the calculation:
* charge: +1
* energy above the lowest of the compared OMol25 structures with the same formula, charge and spin: 0.109 eV
* SMILES string: [NH+]#C/N=C/C=C\C=C/N=C=O

=====

# 5
Molecular formula: CH6N2
Method: DFT, ωB97M-V/def2-TZVPD

Last column: Mulliken spin population.
Geometry (Å):
H 1.118 0.993 -0.038  -0.234
H -0.019 0.417 1.753  -0.145
H -0.269 0.830 -1.221  -0.895
N 0.661 -0.955 -0.397  0.695
H -1.267 0.029 0.875  -0.051
H -0.436 -0.933 -0.356  -0.135
N -0.510 0.743 0.924  -0.055
C 0.225 0.431 -0.338  2.391
H 0.497 -1.554 -1.203  -0.571

Values from the calculation:
* charge: -1
* energy above the lowest of the compared OMol25 structures with the same formula, charge and spin: 2.132 eV
* multiplicity: 2

=====

# 6
Molecular formula: C18H18F6N4OsP
Method: DFT, ωB97M-V/def2-TZVPD

Last column: Mulliken spin population.
Geometry (Å):
C -1.864 -1.952 -1.007  0.031
F 1.999 0.114 1.896  0.032
C -2.692 -2.631 -1.884  0.021
H -3.477 0.626 3.399  0.000
N -1.175 -0.871 -1.417  0.057
F 1.861 3.224 2.366  0.001
C -1.436 -0.792 2.296  0.004
F 1.270 1.685 0.127  0.142
H -1.421 -3.462 0.403  -0.001
H -4.281 2.867 2.711  0.000
H -2.192 -1.351 2.857  -0.006
C 3.670 -2.117 -1.214  0.235
C 1.526 -2.280 0.550  0.299
Os 0.085 0.253 -0.253  3.076
C -1.728 -2.413 0.427  -0.014
H -0.689 -0.483 3.031  0.012
F 2.383 1.386 3.881  0.001
C -3.013 2.967 0.980  0.004
H -0.719 0.453 -2.989  0.017
H -3.359 3.930 0.630  0.004
C -3.534 2.353 2.115  0.030
H 0.911 -1.826 2.490  0.061
H -1.548 2.767 -0.573  0.028
N -1.589 1.087 0.678  0.057
H 2.586 -0.357 -1.923  0.007
H -2.729 -2.396 0.869  0.001
C 2.596 -3.231 0.613  0.119
H 0.297 -3.350 1.889  0.015
H -3.242 -3.501 -1.546  0.002
C -2.096 -1.059 -3.617  -0.012
H -3.459 -2.704 -3.888  -0.001
C -3.083 1.095 2.506  -0.002
H -2.168 -0.683 -4.630  0.001
F 0.471 1.533 2.488  0.013
C 3.665 -3.126 -0.259  -0.008
C 2.583 -1.188 -1.222  0.292
C -2.085 0.474 1.779  0.045
C -2.809 -2.181 -3.194  0.033
C -1.288 -0.429 -2.700  0.017
C -2.014 2.307 0.293  -0.017
N -0.811 -1.650 1.282  0.316
N 1.548 -1.297 -0.379  0.052
F 3.442 1.781 1.713  0.001
H 4.502 -3.815 -0.186  0.007
P 2.092 1.716 2.437  0.012
H 2.587 -4.008 1.373  -0.004
H 4.471 -2.013 -1.942  0.002
C 0.456 -2.298 1.607  0.017

Values from the calculation:
* charge: +4
* energy above the lowest of the compared OMol25 structures with the same formula, charge and spin: 0.000 eV
* multiplicity: 6

=====

no.,strongest force on any atom (eV/Å)
1,2.1
2,3.3
3,4.1
4,5.3
5,5.0
6,2.3